DFT (ωB97M-V/def2-TZVPD) results for 2 unconnected molecules or ions with the total composition C5H12NO2.

E_LUMO (eV): 3.72
DFT total energy (eV): -10963.7904
2S+1: 1
HOMO (hartree): -0.1071
Charge: -1
Energy above the lowest of the compared OMol25 structures with the same formula, charge and spin (kcal per mole): 73.79

Geometry as XYZ:
```
20
Properties=species:S:1:pos:R:3:nbo_charge:R:1
C -0.943 -1.418 0.274 -0.20
C -1.919 -0.234 -0.055 -0.51
C -2.041 0.133 -1.481 -0.15
C -2.517 1.278 -1.946 -0.41
N 0.460 -1.109 0.293 -0.69
C 0.949 -0.575 1.606 0.17
O 2.135 0.009 1.511 -0.94
H -1.133 -2.234 -0.470 0.15
H -1.223 -1.905 1.208 0.19
H -1.382 0.495 0.577 0.24
H -2.916 -0.438 0.341 0.20
H -1.780 -0.631 -2.210 0.19
H -2.622 1.518 -3.000 0.18
H -2.777 2.095 -1.284 0.18
H 0.731 -0.539 -0.502 0.36
H 0.117 0.139 1.967 0.02
H 1.002 -1.342 2.421 0.08
H 3.957 1.695 -0.403 0.44
H 2.678 0.923 0.188 0.52
O 3.000 1.614 -0.457 -1.03
```

DFT (ωB97M-V/def2-TZVPD) results for a molecular structure, C9H26MnO9.

E_LUMO (alpha / beta) (eV): -2.84 / -2.91
DFT total energy (eV): -59498.9445
2S+1: 6
HOMO (alpha / beta) (hartree): -0.3257 / -0.3259
Charge: 0
Energy above the lowest of the compared OMol25 structures with the same formula, charge and spin (kcal per mole): 67.41

Geometry as XYZ:
```
45
Properties=species:S:1:pos:R:3:nbo_charge:R:1
Mn -0.836 0.653 2.760 1.66
C 0.574 3.535 0.734 -0.73
C -0.104 3.832 2.066 0.78
O -0.106 4.975 2.498 -0.64
O -0.704 2.875 2.636 -0.94
H 1.469 2.918 0.815 0.21
H 0.921 4.490 0.340 0.24
H -0.192 3.042 0.136 0.21
C 0.118 -0.171 -1.051 -0.73
C -0.255 0.270 0.308 0.80
O 0.607 0.293 1.224 -0.83
O -1.445 0.332 0.637 -0.78
H -0.754 0.060 -1.663 0.24
H 0.242 -1.253 -1.014 0.25
H 1.068 0.262 -1.368 0.26
C 3.224 -2.525 -2.409 -0.26
O 3.968 -2.533 -3.621 -0.71
H 3.839 -3.015 -1.653 0.16
H 3.054 -1.525 -2.011 0.18
H 2.289 -3.084 -2.410 0.16
H 4.682 -3.129 -3.383 0.47
C -2.606 1.870 -2.502 -0.26
O -3.887 2.377 -2.765 -0.72
H -1.831 2.597 -2.745 0.16
H -2.463 1.566 -1.465 0.17
H -2.248 0.991 -3.038 0.17
H -4.122 2.998 -2.071 0.47
C 0.370 -3.377 0.988 -0.26
O 1.701 -3.723 1.361 -0.71
H -0.445 -4.101 0.994 0.18
H 0.135 -2.561 1.672 0.15
H 0.376 -3.132 -0.074 0.18
H 1.615 -4.398 2.038 0.47
C -4.940 0.216 1.207 -0.26
O -4.658 1.455 1.857 -0.71
H -4.013 -0.200 0.814 0.17
H -5.315 -0.554 1.881 0.16
H -5.536 0.386 0.310 0.20
H -3.849 1.386 2.370 0.45
C 3.466 -0.993 0.982 -0.23
O 3.502 0.183 0.336 -0.73
H 3.173 -0.833 2.020 0.15
H 2.748 -1.609 0.440 0.15
H 4.395 -1.545 1.129 0.17
H 2.774 0.702 0.687 0.48
```

DFT (ωB97M-V/def2-TZVPD) results for a molecular structure, C6H9N2.

E_LUMO (eV): -4.68
DFT total energy (eV): -9338.0627
2S+1: 1
HOMO (hartree): -0.4925
Charge: +1
Energy above the lowest of the compared OMol25 structures with the same formula, charge and spin (kcal per mole): 96.64

Geometry as XYZ:
```
17
Properties=species:S:1:pos:R:3:nbo_charge:R:1
C -1.757 -0.911 0.128 -0.20
C -2.214 0.443 0.110 -0.23
C -0.526 -1.342 -0.051 -0.15
C -1.365 1.417 -0.017 -0.13
C 0.733 -0.553 -0.301 -0.25
C 0.506 0.894 -0.060 0.49
N 1.399 1.772 0.112 -0.63
N 2.014 -1.083 0.289 -0.81
H -2.670 -1.483 0.239 0.25
H -3.320 0.693 0.301 0.27
H -0.238 -2.357 -0.173 0.23
H -1.490 2.531 0.049 0.24
H 1.051 -0.790 -1.301 0.29
H 1.238 2.744 0.289 0.44
H 2.328 1.490 -0.072 0.43
H 1.680 -1.900 0.859 0.38
H 2.630 -1.564 -0.402 0.39
```

DFT (ωB97M-V/def2-TZVPD) results for a molecular structure, C26H21F2MgN5O3S.

E_LUMO (eV): -0.28
DFT total energy (eV): -62614.5874
2S+1: 1
HOMO (hartree): -0.3005
Charge: 0
Energy above the lowest of the compared OMol25 structures with the same formula, charge and spin (kcal per mole): 5.40

Geometry as XYZ:
```
59
Properties=species:S:1:pos:R:3:nbo_charge:R:1
Mg -0.095 -0.130 -0.061 1.74
C -1.018 3.586 1.864 -0.70
C -1.285 2.511 0.860 0.26
N -1.669 1.324 1.148 -0.27
N -1.835 1.028 2.471 -0.48
C -2.318 -0.203 2.821 0.29
N -2.047 -0.494 4.117 -0.80
S -3.142 -1.221 1.798 -0.26
C -1.106 2.750 -0.605 0.17
C -1.325 3.997 -1.167 -0.23
C -1.221 4.124 -2.544 -0.15
C -0.891 3.012 -3.298 -0.25
C -0.663 1.811 -2.646 0.08
N -0.770 1.677 -1.330 -0.50
H -0.287 3.232 2.595 0.26
H -0.601 4.472 1.394 0.23
H -1.931 3.860 2.397 0.24
H -1.187 1.470 3.122 0.42
H -1.203 -0.101 4.528 0.42
H -2.293 -1.433 4.393 0.41
H -1.587 4.841 -0.546 0.23
H -1.395 5.081 -3.019 0.22
H -0.793 3.067 -4.372 0.23
H -0.358 0.925 -3.189 0.22
F 4.914 0.531 -2.474 -0.33
C 3.690 -0.048 -2.485 0.43
C 2.829 0.149 -1.427 -0.35
C 1.558 -0.430 -1.420 -0.47
C 1.210 -1.240 -2.528 -0.20
C 2.116 -1.399 -3.577 0.41
F 1.802 -2.132 -4.679 -0.34
C 3.362 -0.814 -3.587 -0.40
C -0.138 -1.877 -2.536 0.22
C -0.521 -2.918 -3.390 -0.25
C -1.800 -3.429 -3.326 -0.15
C -2.708 -2.905 -2.418 -0.28
C -2.263 -1.898 -1.588 0.05
N -1.020 -1.408 -1.628 -0.59
H 3.169 0.762 -0.601 0.22
H 4.042 -0.950 -4.413 0.24
H 0.190 -3.322 -4.090 0.24
H -2.089 -4.239 -3.984 0.22
H -3.722 -3.268 -2.341 0.23
H -2.908 -1.459 -0.837 0.23
O -0.057 -2.130 0.908 -0.74
C 0.366 -2.517 2.160 0.41
C 0.319 -3.864 2.490 -0.30
C 0.743 -4.288 3.738 -0.18
C 1.202 -3.364 4.666 -0.25
C 1.214 -2.021 4.331 -0.15
C 0.807 -1.567 3.079 -0.26
C 0.774 -0.074 2.823 0.80
O 0.680 0.683 3.797 -0.74
O 0.826 0.284 1.610 -0.88
H -0.460 -2.880 0.457 0.50
H -0.049 -4.580 1.764 0.21
H 0.710 -5.341 3.982 0.22
H 1.540 -3.687 5.640 0.22
H 1.540 -1.272 5.042 0.24
```

DFT (ωB97M-V/def2-TZVPD) results for 2 unconnected molecules or ions with the total composition C5H14.

E_LUMO (eV): 1.11
DFT total energy (eV): -5411.5185
2S+1: 1
SMILES string: CCC.CC
HOMO (hartree): -0.4129
Charge: 0
Energy above the lowest of the compared OMol25 structures with the same formula, charge and spin (kcal per mole): 12.25

Geometry as XYZ:
```
19
Properties=species:S:1:pos:R:3:nbo_charge:R:1
C -0.938 -1.331 0.026 -0.62
C -1.618 -0.854 1.309 -0.40
C -0.734 -0.423 2.494 -0.61
H 0.138 -1.183 0.027 0.21
H -1.365 -0.814 -0.832 0.21
H -1.136 -2.392 -0.140 0.21
H -2.199 0.046 1.098 0.20
H -2.343 -1.578 1.687 0.20
H -0.261 -1.123 3.187 0.21
H -0.047 0.374 2.216 0.20
H -1.427 0.052 3.204 0.20
C 1.904 0.631 -1.557 -0.61
C 1.208 1.870 -2.118 -0.61
H 2.643 0.233 -2.257 0.20
H 2.333 0.675 -0.563 0.20
H 1.142 -0.152 -1.570 0.20
H 1.746 2.800 -1.937 0.20
H 0.191 1.927 -1.749 0.20
H 1.247 1.771 -3.202 0.20
```

DFT (ωB97M-V/def2-TZVPD) results for 2 unconnected molecules or ions with the total composition C2H4O2.

E_LUMO (eV): 0.30
DFT total energy (eV): -6231.4485
2S+1: 1
SMILES string: C=O.C=O
HOMO (hartree): -0.3698
Charge: 0
Energy above the lowest of the compared OMol25 structures with the same formula, charge and spin (kcal per mole): 65.93

Geometry as XYZ:
```
8
Properties=species:S:1:pos:R:3:nbo_charge:R:1
C 0.900 -1.833 0.430 0.25
O 1.245 -0.745 -0.089 -0.50
H 0.838 -1.901 1.542 0.12
H 0.564 -2.726 -0.148 0.12
C -0.906 1.789 -0.457 0.24
O 0.005 2.573 0.002 -0.50
H -0.720 0.692 -0.543 0.14
H -1.925 2.150 -0.736 0.12
```